Record 1
The following is a quantum chemistry calculation of a 8-piece molecular cluster, C18H42IN15O11 overall, from the OMol25 dataset.

Values from the calculation:
Gap between HOMO and LUMO   0.33357 Ha
E_HOMO   -8.56 eV

Each line ends with the Mulliken charge.
Element x y z (Å)
H1 -6.00 2.26 0.61  0.3512
O1 -0.69 -4.40 0.91  -0.6806
N1 4.04 1.29 4.59  -0.2913
N2 4.99 2.34 6.43  -0.4049
H2 2.19 -0.94 -5.36  0.1569
H3 -1.34 1.63 -1.43  0.4607
C1 -4.95 -8.43 1.16  0.6650
C2 -1.08 -0.37 -0.69  0.4346
H4 -1.10 6.67 -2.29  0.1485
H5 1.77 -2.77 -6.74  0.1461
H6 -3.10 -6.16 2.00  0.1518
N3 1.22 -3.17 -6.01  -0.4125
O2 0.60 4.00 -2.20  -0.6301
H7 -3.07 -8.58 1.92  0.1963
H8 -5.56 2.57 -1.74  0.3561
N4 4.61 3.05 1.51  -0.2912
H9 2.22 0.94 1.05  0.0583
C3 -0.23 -1.43 -0.48  -0.4043
N5 8.99 -0.67 1.21  -0.3959
C4 -2.80 0.27 0.76  -0.6576
N6 -0.86 5.70 -2.32  -0.3139
H10 -3.12 3.43 -1.04  -0.0235
H11 -3.82 -10.11 1.68  0.1735
H12 -3.47 -0.30 1.40  0.4064
N7 6.99 0.29 0.55  -0.2634
N8 -4.48 3.47 0.55  0.0577
H13 -6.81 -8.73 0.39  0.2185
H14 4.33 3.45 2.39  0.1320
H15 -3.63 -5.19 0.02  0.1918
C5 4.46 2.44 5.18  0.7516
H16 -6.00 -10.20 0.77  0.1556
O3 -4.99 -7.21 1.11  -0.6523
C6 -6.22 4.59 -2.01  -1.2120
O4 -2.41 -0.51 -0.30  -0.5382
C7 1.57 -0.12 -1.39  -1.8094
O5 -3.43 2.35 2.29  -0.5544
C8 -5.12 3.55 -1.90  -0.0495
N9 1.64 -1.36 -4.64  -0.3410
N10 2.75 1.69 1.47  -0.2400
H17 -0.60 -2.35 -0.04  0.5106
C9 3.92 2.06 0.88  0.6239
H18 5.49 3.32 1.11  0.2308
H19 -1.95 0.64 1.33  0.4318
H20 -2.49 -4.16 -0.79  0.2061
C10 -0.64 0.82 -1.26  -0.2151
H21 9.32 -0.69 0.27  0.1516
N11 1.39 6.10 -1.86  -0.4110
H22 6.08 0.65 0.76  0.1475
C11 0.40 5.20 -2.12  0.6395
N12 -6.00 -9.20 0.75  -0.4360
H23 2.60 0.01 -1.66  0.6525
H24 -6.74 4.52 -2.97  0.4233
N13 -2.19 -5.74 1.98  -0.3853
N14 -3.87 -9.11 1.63  -0.3233
H25 9.58 -1.02 1.95  0.2316
O6 4.35 3.52 4.60  -0.6988
H26 -1.53 -5.91 2.72  0.2051
O7 -3.54 1.41 0.25  -0.1690
C12 1.02 -2.57 -4.79  0.5890
H27 -1.55 5.00 -2.50  0.1005
H28 1.24 7.08 -1.80  0.1520
H29 2.31 5.73 -1.71  0.2290
C13 1.10 -1.31 -0.84  -0.2924
H30 1.53 -0.88 -3.76  0.2708
C14 7.76 -0.18 1.57  0.6083
H31 1.77 -2.14 -0.70  0.4243
O8 7.39 -0.17 2.73  -0.6621
H32 -3.96 4.95 -0.80  0.2746
H33 3.65 1.39 3.67  0.0553
H34 7.28 0.28 -0.41  0.1522
O9 -5.87 3.21 0.67  -0.4045
N15 -2.73 -4.75 -0.02  -0.3030
O10 0.35 -3.09 -3.92  -0.5984
H35 5.31 3.18 6.87  0.2255
O11 4.32 1.51 -0.14  -0.6912
H36 -5.81 5.60 -1.94  0.3454
H37 0.78 -4.06 -6.16  0.2306
H38 1.02 1.89 -2.01  0.6522
H39 4.10 0.38 5.00  0.1785
C15 -3.76 2.39 1.14  0.4343
H40 2.39 2.13 2.30  0.2705
H41 -6.95 4.44 -1.22  0.3015
C16 -4.09 3.87 -0.82  -0.2834
H42 5.10 1.46 6.90  0.1666
C17 0.70 0.95 -1.60  0.0632
I1 -4.10 3.43 -3.80  0.0229
C18 -1.79 -4.92 0.96  0.6256



Record 2
The following is a quantum chemistry calculation of a 6-piece molecular cluster, C18H42IN5O8P2 overall, from the OMol25 dataset.

Values from the calculation:
Gap between HOMO and LUMO   0.28474 Ha
E_HOMO   -7.32 eV

Each line ends with the Mulliken charge.
Element x y z (Å)
H1 3.56 7.20 1.47  0.3425
C1 2.39 -0.54 -0.55  0.1173
H2 -0.31 0.39 -1.83  0.3072
H3 -2.36 5.64 0.41  0.2979
H4 -6.51 -2.03 -2.25  0.3165
H5 -1.86 0.48 -3.59  0.4216
H6 7.51 -3.58 1.54  0.2925
H7 8.28 -4.84 0.54  0.3728
N1 2.53 -0.89 0.74  0.2106
H8 2.33 -1.41 -1.23  0.3206
O1 2.34 0.61 -0.96  -0.6592
N2 -5.97 -4.79 1.92  0.2181
H9 -4.75 -3.10 1.76  0.2174
H10 0.66 8.48 0.62  0.2534
H11 -2.56 1.18 -2.17  -0.1273
C2 -1.85 4.51 -2.77  -0.8056
C3 1.63 8.78 0.22  -0.9075
H12 -7.51 -5.11 3.23  0.2450
H13 -3.74 4.01 -0.02  0.2953
H14 1.45 9.43 -0.63  0.2938
P1 -5.28 -0.38 -1.60  0.0282
H15 8.03 -6.74 2.24  0.3351
H16 -1.45 3.51 -2.91  0.1716
P2 -3.63 -0.95 -2.92  -0.0875
H17 4.09 6.42 -0.03  0.2901
I1 -4.23 -0.08 0.58  -0.0523
H18 3.54 -2.49 1.68  0.6373
H19 1.77 -2.48 1.85  0.3361
C4 3.67 7.33 0.39  -0.9201
C5 -5.19 -3.86 1.12  -0.8780
H20 4.35 8.16 0.21  0.3382
C6 -3.40 3.83 -1.06  0.1019
C7 -1.85 5.66 -0.55  -0.8049
C8 -2.26 0.24 -2.61  -0.2617
H21 -0.79 5.47 -0.40  0.2389
H22 -4.41 -4.39 0.59  0.3803
C9 7.10 -6.78 1.67  -0.9022
H23 -1.06 5.25 -2.91  0.3462
O2 -3.88 2.96 -1.76  -0.6057
H24 -4.59 -6.33 2.26  0.3137
H25 0.07 -3.36 -1.69  0.4175
H26 3.49 0.80 1.52  0.3025
H27 2.48 5.95 -1.40  0.2939
H28 6.78 -4.04 0.00  0.2851
H29 1.73 0.79 1.71  0.2933
H30 2.74 -0.28 2.72  0.3891
O3 -7.33 -3.16 2.71  -0.5744
H31 -5.84 -3.36 0.40  0.2623
C10 -5.62 -6.19 1.91  -0.9173
C11 1.84 6.81 -1.15  0.1373
H32 2.19 9.31 0.98  0.3828
H33 -1.98 6.64 -1.00  0.3230
C12 -0.76 -2.66 -1.66  0.0350
N3 6.55 -5.44 1.54  0.1049
O4 0.76 7.00 -1.68  -0.5954
C13 -6.99 -4.32 2.66  0.0643
C14 7.33 -4.42 0.86  -0.9346
N4 2.38 7.60 -0.21  0.1100
H34 -2.64 4.67 -3.51  0.3068
O5 4.83 -4.01 1.92  -0.6333
C15 2.63 0.17 1.73  -0.9956
H35 -1.39 -0.46 -0.77  0.2561
H36 6.39 -7.42 2.20  0.2911
C16 2.59 -2.28 1.17  -1.1098
H37 -4.13 -0.55 -4.18  0.0576
O6 -1.74 -2.90 -0.99  -0.4195
H38 4.82 -5.95 2.51  0.2694
H39 -5.69 -6.59 0.90  0.3191
H40 2.51 -2.94 0.31  0.2328
H41 -6.29 -6.75 2.56  0.3134
O7 -0.57 -1.54 -2.38  -0.2954
C17 -1.10 -0.35 -1.81  -0.2290
C18 5.34 -5.11 2.01  0.1159
N5 -2.40 4.64 -1.43  0.1339
O8 -6.07 -1.84 -1.41  -0.3554
H42 7.30 -7.20 0.69  0.3348



Record 3
The following is a quantum chemistry calculation of C18H42MnN7O9 as an isolated structure, from the OMol25 dataset.

Values from the calculation:
Energy above the lowest of the compared OMol25 structures with the same formula, charge and spin   1.614 eV
Total charge   +1
Gap between HOMO and LUMO (alpha / beta)   0.21313 / 0.21113 Ha
E_HOMO (alpha / beta)   -10.80 / -10.80 eV
2S+1   6

Each line ends with the Mulliken spin population.
Element x y z (Å)
O1 4.79 7.55 -26.64  0.0140
H1 4.50 3.09 -27.98  0.0002
N1 4.12 8.38 -27.27  -0.0117
H2 2.56 8.69 -25.34  0.0014
N2 5.45 5.79 -24.41  0.0000
C1 6.51 8.25 -30.26  -0.0002
H3 6.13 10.25 -23.37  0.0000
C2 2.63 4.11 -27.68  0.0061
C3 10.20 7.59 -30.76  0.0000
H4 6.56 8.95 -26.57  0.0008
H5 10.42 8.35 -31.50  0.0000
H6 -1.53 6.48 -25.05  0.0000
N3 8.76 7.45 -30.63  0.0000
H7 3.51 12.53 -32.95  0.0000
H8 0.61 8.45 -23.13  0.0001
O2 4.88 4.97 -22.38  0.0000
O3 0.64 7.36 -26.06  0.0340
N4 7.42 9.36 -26.26  0.0005
C4 0.21 7.65 -24.91  0.0056
H9 6.35 7.79 -29.28  0.0001
H10 2.95 14.20 -32.90  0.0000
H11 8.99 8.21 -27.07  0.0000
H12 0.08 2.57 -27.45  0.0005
O4 8.39 9.67 -30.57  0.0000
H13 -1.84 8.23 -24.82  0.0004
C5 3.99 4.00 -28.28  0.0003
H14 7.37 6.40 -24.90  -0.0001
O5 3.02 7.95 -27.81  0.0501
C6 6.88 5.86 -24.09  0.0001
C7 3.11 5.40 -23.89  0.0037
H15 0.73 2.13 -25.87  0.0000
H16 8.34 6.54 -30.55  0.0000
H17 3.68 12.14 -28.37  0.0000
O6 4.32 9.56 -27.22  0.0124
C8 6.00 10.18 -24.44  0.0003
O7 8.37 10.41 -24.48  0.0000
C9 -1.21 7.39 -24.54  0.0017
H18 5.32 9.35 -24.66  -0.0004
H19 9.42 9.83 -26.65  0.0000
H20 3.09 7.98 -23.78  0.0010
H21 4.61 13.87 -32.48  0.0000
H22 8.40 9.56 -28.09  0.0000
N5 1.00 8.20 -24.02  0.0102
H23 2.48 9.66 -23.92  0.0007
H24 2.73 10.77 -28.94  -0.0004
H25 1.99 12.36 -28.81  0.0000
H26 2.53 5.85 -23.08  -0.0001
C10 7.38 9.99 -25.05  -0.0003
C11 3.60 13.48 -32.42  0.0000
C12 2.38 8.63 -24.27  0.0003
H27 4.59 4.86 -28.03  -0.0008
H28 2.55 2.12 -27.37  -0.0011
O8 2.80 14.29 -30.31  0.0000
H29 3.90 4.01 -29.37  0.0004
H30 -1.32 7.26 -23.46  0.0004
H31 2.72 4.39 -24.01  -0.0004
C13 4.57 5.36 -23.48  -0.0005
H32 0.40 3.85 -26.27  0.0017
H33 7.04 6.43 -23.18  0.0000
H34 5.88 9.14 -30.33  -0.0002
H35 10.65 7.89 -29.81  0.0000
N6 2.10 3.00 -27.17  0.0085
C14 0.75 2.90 -26.64  -0.0015
O9 2.02 5.21 -27.63  0.0242
H36 6.10 7.54 -30.99  0.0000
H37 5.08 6.26 -25.22  -0.0003
C15 7.95 8.54 -30.53  0.0000
C16 2.91 11.83 -29.08  0.0018
C17 3.19 13.34 -30.97  0.0000
H38 7.31 4.86 -24.02  0.0000
H39 5.53 11.08 -24.83  0.0000
H40 3.55 11.32 -31.00  -0.0001
Mn1 1.21 7.07 -27.94  4.8359
H41 2.90 6.01 -24.78  0.0008
C18 8.60 9.24 -27.07  0.0001
N7 3.26 12.10 -30.44  0.0000
H42 10.60 6.62 -31.04  0.0000



no.,maximum force (hartree/bohr)
1,0.008
2,0.033
3,0.042